{
  "formula": "C35H55BeN6O12PS3",
  "method": "ωB97M-V/def2-TZVPD",
  "symbols": ["Be", "S", "O", "O", "O", "O", "C", "C", "C", "S", "O", "O", "C", "H", "H", "H", "H", "H", "H", "H", "H", "C", "C", "C", "S", "O", "O", "C", "H", "H", "H", "H", "H", "H", "H", "H", "C", "O", "P", "O", "O", "C", "O", "C", "H", "H", "H", "H", "H", "H", "H", "H", "H", "N", "C", "C", "C", "C", "H", "H", "H", "H", "H", "N", "C", "C", "C", "C", "H", "H", "H", "H", "H", "N", "C", "C", "C", "C", "H", "H", "H", "H", "H", "N", "C", "C", "C", "C", "H", "H", "H", "H", "H", "N", "C", "C", "C", "C", "H", "H", "H", "H", "H", "N", "C", "C", "C", "C", "H", "H", "H", "H", "H"],
  "xyz": [[6.88558, -4.94092, 7.01432], [6.65018, -4.64773, 3.96910], [6.44881, -3.62815, 4.99653], [6.62987, -5.84701, 4.76130], [5.57139, -4.66171, 2.97297], [7.92937, -4.44693, 3.25754], [3.76194, -0.62629, 6.97736], [4.09916, 0.01961, 8.39975], [5.58012, -0.22743, 8.83587], [6.46758, -0.90877, 7.29102], [6.66188, -2.33567, 7.55614], [7.66274, -0.10069, 6.92320], [5.06176, -0.68320, 6.14062], [3.15339, 0.07068, 6.40117], [3.22787, -1.57070, 7.08204], [3.47936, -0.36505, 9.20966], [3.94358, 1.09658, 8.33613], [5.81494, -0.89463, 9.66521], [6.09761, 0.72360, 8.96175], [5.18490, -1.40795, 5.33585], [5.32528, 0.29653, 5.74213], [10.20662, -0.84582, 4.45655], [11.32739, -0.89475, 5.58273], [10.75531, -1.66720, 6.71681], [10.13038, -3.15431, 5.87590], [9.02300, -3.68933, 6.62344], [11.30281, -3.96922, 5.56280], [9.64591, -2.25012, 4.41023], [10.71106, -0.51624, 3.54825], [9.45983, -0.09277, 4.70818], [11.60727, 0.11581, 5.88029], [12.24758, -1.40969, 5.30670], [9.89236, -1.09841, 7.06307], [11.37312, -1.89423, 7.58565], [8.56058, -2.21949, 4.50616], [9.75815, -2.88027, 3.52796], [6.35274, -10.70313, 9.33767], [6.65761, -9.33649, 9.18169], [5.50700, -8.38034, 8.58163], [6.00692, -7.05628, 8.26403], [4.77794, -9.20884, 7.34853], [5.05578, -8.87748, 6.05439], [4.43679, -8.28154, 9.80488], [4.90609, -7.87718, 11.13421], [6.88039, -11.27935, 8.57762], [5.36427, -11.15552, 9.25801], [6.82107, -11.12665, 10.22614], [4.12886, -8.59049, 5.55785], [5.61501, -9.69406, 5.59771], [5.78882, -8.07138, 6.02334], [5.03589, -6.79502, 11.12025], [5.92421, -8.10781, 11.44781], [4.20401, -8.07747, 11.94357], [6.99163, -5.37054, 0.37160], [8.01209, -5.40036, -0.46335], [7.48821, -5.73088, -1.68769], [6.09330, -5.72970, -1.66451], [5.78931, -5.52274, -0.31249], [7.07822, -5.20437, 1.36407], [9.02448, -5.30492, -0.09957], [8.07063, -5.86692, -2.58696], [5.44840, -5.88939, -2.51598], [4.86068, -5.41732, 0.22874], [3.81150, -2.71622, 2.11297], [3.84369, -2.35291, 0.81350], [2.97567, -1.29757, 0.56327], [2.39130, -0.98276, 1.82576], [2.90132, -1.90534, 2.73606], [4.45528, -3.41062, 2.46433], [4.46223, -2.91849, 0.13238], [2.88108, -0.74466, -0.35963], [1.75874, -0.12702, 2.01007], [2.77537, -2.00241, 3.80429], [7.26159, -8.22416, 3.74288], [7.18512, -8.60554, 2.45411], [7.88285, -9.76849, 2.19826], [8.40819, -10.16778, 3.38671], [8.10479, -9.14828, 4.33722], [6.82714, -7.38137, 4.09082], [6.67015, -7.96401, 1.75437], [8.10667, -10.17334, 1.22234], [9.04523, -11.03840, 3.43783], [8.37498, -9.07283, 5.38015], [7.29048, -2.06534, 1.65168], [7.36116, -1.79919, 0.28463], [7.38144, -0.47019, 0.14150], [7.16166, 0.16687, 1.37722], [7.21836, -0.88063, 2.36264], [7.31545, -2.96567, 2.10873], [7.47641, -2.67266, -0.34001], [7.41757, 0.05949, -0.79901], [7.06445, 1.23432, 1.50947], [7.11182, -0.97633, 3.43311], [10.10975, -5.89423, 2.52212], [11.32819, -5.20925, 2.57127], [12.23162, -5.87561, 1.81007], [11.62129, -7.00610, 1.24493], [10.32967, -7.00493, 1.81417], [9.24015, -5.69263, 2.99460], [11.42998, -4.31925, 3.17453], [13.26117, -5.60075, 1.63431], [12.03465, -7.73685, 0.56557], [9.47214, -7.66049, 1.77859], [3.49425, -6.27103, 2.23017], [3.36578, -7.63399, 2.26210], [2.20729, -8.00318, 1.61751], [1.58476, -6.80473, 1.29486], [2.40087, -5.76382, 1.60988], [4.21687, -5.69175, 2.63312], [4.21514, -8.14977, 2.68515], [1.83300, -8.96426, 1.29713], [0.65162, -6.67712, 0.76632], [2.33996, -4.71022, 1.38045]],
  "homo_lumo_gap_ev": 2.4,
  "energy_ha": -4148.593582,
  "de_lowest_kj_mol": 0.0,
  "molar_mass_g_mol": 888.0
}